[1]
Below is 2 unconnected molecules or ions with the total composition C2H8, with properties calculated with wB97M-V/def2-TZVPD.

XYZ file:
```
10
Properties=species:S:1:pos:R:3:nbo_charge:R:1
C -3.35 3.16 -0.04 -0.85
H -4.14 2.43 0.21 0.21
H -2.36 2.69 0.11 0.21
H -3.44 4.03 0.62 0.21
H -3.45 3.47 -1.08 0.21
C 3.35 -3.16 0.04 -0.85
H 4.11 -3.92 -0.18 0.21
H 3.06 -2.65 -0.90 0.21
H 3.75 -2.42 0.75 0.21
H 2.46 -3.64 0.47 0.21
```

Values from the calculation:
Net charge = 0
HOMO level = -13.35 eV
SMILES string = C.C
Largest force on an atom = 0.4 eV/A
Energy = -80.9815 Ha
ΔE to the lowest compared entry with this formula, charge and spin = 1.56 kJ/mol
Orbital gap = 14.64 eV

[2]
Below is 2 unconnected molecules or ions with the total composition C2H8BN3O4 at a distorted geometry, with properties calculated with wB97M-V/def2-TZVPD.

XYZ file:
```
18
Properties=species:S:1:pos:R:3:nbo_charge:R:1
B 0.96 -0.93 -0.87 1.12
C -0.45 -1.50 1.10 -0.43
C -1.16 1.18 -0.10 0.28
N -0.56 1.88 -1.07 -0.76
N -0.10 -0.80 0.03 -0.72
N -0.69 1.32 1.18 0.44
O -1.40 0.80 2.03 -0.39
O 0.31 1.95 1.40 -0.42
O 1.50 -2.13 -0.93 -0.86
O 1.44 0.24 -1.47 -0.94
H -1.18 -2.21 0.88 0.19
H 0.34 -1.85 1.87 0.19
H -1.09 -0.86 1.72 0.26
H -2.24 1.10 -0.17 0.23
H 0.54 1.78 -0.99 0.45
H -0.90 1.70 -1.93 0.38
H 2.31 -2.09 -1.47 0.48
H 2.36 0.40 -1.22 0.50
```

Values from the calculation:
Net charge = 0
HOMO level (alpha / beta) = -8.45 / -8.45 eV
Largest force on an atom = 4.9 eV/A
Energy = -570.9878 Ha
ΔE to the lowest compared entry with this formula, charge and spin = 319.93 kJ/mol
Orbital gap (alpha / beta) = 7.88 / 7.88 eV

[3]
Below is C2H8Cl2N3PS in the gas phase at a distorted geometry, with properties calculated with wB97M-V/def2-TZVPD.

XYZ file:
```
17
Properties=species:S:1:pos:R:3:nbo_charge:R:1
C -1.37 1.09 -0.73 -0.41
C -1.51 -0.89 0.96 -0.40
N 1.50 0.40 1.19 -0.98
N 1.37 0.17 -1.46 -0.97
N -0.84 -0.04 0.00 -0.82
P 0.73 -0.46 -0.01 1.79
S 1.30 -2.93 -0.11 -0.60
Cl 1.53 2.18 1.00 0.13
Cl 3.10 0.45 -1.28 0.12
H -2.41 0.80 -0.95 0.20
H -1.45 1.92 0.05 0.20
H -0.73 1.24 -1.61 0.24
H -0.67 -1.37 1.49 0.23
H -2.03 -0.39 1.68 0.20
H -2.17 -1.68 0.53 0.21
H 2.31 -0.06 1.56 0.43
H 1.35 -0.41 -2.31 0.43
```

Values from the calculation:
Net charge = 0
HOMO level = -8.16 eV
SMILES string = CN(C)P(=S)(NCl)NCl
Largest force on an atom = 4.1 eV/A
Energy = -1905.0696 Ha
ΔE to the lowest compared entry with this formula, charge and spin = 283.88 kJ/mol
Orbital gap = 7.33 eV

[4]
Below is 2 unconnected molecules or ions with the total composition C2H8Cl2NSi at a distorted geometry, with properties calculated with wB97M-V/def2-TZVPD.

XYZ file:
```
14
Properties=species:S:1:pos:R:3:nbo_charge:R:1
C -0.46 -0.27 0.99 -0.23
C 0.90 -1.24 -0.55 -0.77
N -1.03 0.94 0.44 -0.73
Si 2.38 -0.03 -0.62 1.26
Cl 3.92 -0.66 0.47 -0.29
Cl 1.77 1.78 0.19 -0.37
H -1.16 -1.09 1.09 0.23
H 0.20 -0.13 1.82 0.23
H 1.04 -2.20 -0.08 0.25
H 0.23 -1.27 -1.39 0.23
H -0.20 1.60 0.31 0.45
H -1.72 1.35 1.09 0.44
H -1.48 0.78 -0.47 0.44
H 2.71 0.38 -1.98 -0.14
```

Values from the calculation:
Net charge = +1
HOMO level = -14.46 eV
Largest force on an atom = 4.5 eV/A
Energy = -1345.3992 Ha
ΔE to the lowest compared entry with this formula, charge and spin = 180.33 kJ/mol
Orbital gap = 10.22 eV

[5]
Below is C2H8Cl2OSi2 in the gas phase at a distorted geometry, with properties calculated with wB97M-V/def2-TZVPD.

XYZ file:
```
15
Properties=species:S:1:pos:R:3:nbo_charge:R:1
C -1.10 -1.47 0.88 -1.11
C -1.38 1.54 -0.20 -1.10
O 0.87 -0.16 -0.82 -1.28
Si -0.71 -0.26 -0.54 1.65
Si 2.44 0.12 -0.35 1.55
Cl 2.59 1.69 0.95 -0.37
Cl 2.97 -1.59 0.55 -0.37
H -1.96 -1.03 1.50 0.24
H -1.42 -2.40 0.52 0.24
H -0.24 -1.61 1.52 0.25
H -0.58 2.28 -0.21 0.24
H -2.05 1.82 -1.03 0.24
H -1.78 1.51 0.78 0.23
H -0.89 -0.79 -1.98 -0.21
H 3.23 0.34 -1.58 -0.19
```

Values from the calculation:
Net charge = 0
HOMO level = -10.38 eV
SMILES string = C[SiH](C)O[SiH](Cl)Cl
Largest force on an atom = 4.3 eV/A
Energy = -1655.8028 Ha
ΔE to the lowest compared entry with this formula, charge and spin = 0.00 kJ/mol
Orbital gap = 11.11 eV

[6]
Below is 2 unconnected molecules or ions with the total composition C2H8Cl2Si2 at a distorted geometry, with properties calculated with wB97M-V/def2-TZVPD.

XYZ file:
```
14
Properties=species:S:1:pos:R:3:nbo_charge:R:1
C -2.12 -0.23 0.18 -1.12
C 1.26 0.28 -1.67 -1.05
Si -0.55 0.30 1.09 0.73
Si 1.47 -0.38 0.19 1.01
Cl 3.12 0.65 0.91 -0.35
Cl 1.92 -2.36 0.11 -0.34
H -2.83 -0.33 0.97 0.27
H -2.41 0.57 -0.58 0.25
H -2.00 -1.18 -0.17 0.24
H 1.38 1.33 -1.76 0.24
H 2.13 -0.12 -2.24 0.25
H 0.29 0.05 -1.95 0.22
H -0.48 1.85 1.36 -0.13
H -1.16 -0.42 3.55 -0.24
```

Values from the calculation:
Net charge = 0
HOMO level (alpha / beta) = -9.00 / -8.38 eV
Largest force on an atom = 3.8 eV/A
Energy = -1580.3359 Ha
ΔE to the lowest compared entry with this formula, charge and spin = 383.56 kJ/mol
Orbital gap (alpha / beta) = 8.18 / 7.65 eV